Computed, not measured: a structure of composition C40H51Cl3NO3Zr, with ωB97M-V/def2-TZVPD.

Summary:
- charge = +1
- E_HOMO (eV) = -11.013
- LUMO energy (eV) = -5.39
- Kohn-Sham gap (eV) = 5.63
- calculated total energy (Ha) = -3262.8269
- ΔE to the lowest compared entry with this formula, charge and spin (kcal/mol) = 0.00

The geometry in XYZ format:
```
99
Properties=species:S:1:pos:R:3:mulliken_charge:R:1
Zr 1.29513 0.21168 -1.37840 1.383
C -3.21916 0.65219 4.51729 -2.087
C -1.97979 1.52814 4.67937 1.888
C -2.42095 2.99360 4.82352 -1.654
C -1.22674 1.08664 5.94628 -1.665
C -1.04346 1.40883 3.48973 -0.552
C -1.28504 0.61024 2.43611 -0.785
C -0.34652 0.58587 1.34171 -0.604
N -0.36212 -0.13347 0.26580 0.065
C -1.24367 -1.12977 -0.11461 -0.461
C -2.05712 -1.89590 0.72668 -0.595
C -2.91106 -2.82992 0.18487 -1.581
C -2.93795 -2.95145 -1.21460 0.771
C -2.12047 -2.24709 -2.09261 -1.153
C -1.21347 -1.35602 -1.50802 1.480
O -0.29331 -0.66288 -2.21100 -1.309
C -2.22257 -2.41695 -3.61009 2.167
C -0.89182 -2.91043 -4.19270 -1.399
C -3.30588 -3.42827 -3.99131 -2.306
C -2.59073 -1.06359 -4.23794 -1.611
C -3.77221 -3.69474 1.10720 2.045
C -4.63060 -2.78817 2.00008 -1.415
C -4.70357 -4.62118 0.32541 -2.280
C -2.85285 -4.55430 1.98594 -1.643
C 0.79422 1.55121 1.33170 2.123
O 1.47625 1.62458 0.28168 -1.099
C 1.07109 2.34837 2.50381 -0.823
C 0.17285 2.22916 3.50749 -0.042
C 2.30039 3.25067 2.55328 2.224
C 2.21271 4.32182 1.45371 -1.734
C 3.56483 2.39748 2.36502 -1.527
C 2.39775 3.96057 3.90401 -2.240
H -3.86239 0.77489 5.38854 0.495
H -2.95866 -0.40646 4.44859 0.385
H -3.80155 0.93001 3.63649 0.424
H -3.09260 3.08712 5.67777 0.448
H -2.95447 3.33180 3.93356 0.382
H -1.58096 3.66800 4.99527 0.358
H -1.89066 1.16778 6.80772 0.476
H -0.35276 1.70601 6.15012 0.331
H -0.89948 0.04871 5.86477 0.377
H -2.18926 0.02999 2.36662 1.380
H -1.96422 -1.79825 1.79778 1.482
H -3.63201 -3.65919 -1.63867 0.691
H -0.56219 -3.82955 -3.70343 0.321
H -0.11369 -2.15955 -4.08795 0.084
H -1.01744 -3.11987 -5.25627 0.506
H -3.08865 -4.42662 -3.60570 0.434
H -3.35274 -3.49956 -5.07811 0.443
H -4.29407 -3.12456 -3.64031 0.450
H -1.83845 -0.30401 -4.02982 0.279
H -3.55390 -0.71226 -3.86266 0.354
H -2.67116 -1.17288 -5.32100 0.443
H -5.28196 -2.15048 1.39972 0.342
H -4.01654 -2.14541 2.63483 0.200
H -5.25690 -3.39496 2.65603 0.495
H -5.39118 -4.06325 -0.31336 0.410
H -5.30356 -5.20245 1.02632 0.441
H -4.14961 -5.32870 -0.29437 0.450
H -2.19495 -3.93945 2.60312 0.309
H -2.22825 -5.20793 1.37473 0.368
H -3.44900 -5.17869 2.65355 0.459
H 0.33335 2.81740 4.39928 0.505
H 2.21983 3.88895 0.45580 0.337
H 3.07218 4.98842 1.53741 0.463
H 1.30933 4.92434 1.56955 0.352
H 3.58118 1.88279 1.40600 0.272
H 3.65087 1.65178 3.15827 0.319
H 4.44277 3.04312 2.41507 0.473
H 1.54578 4.62034 4.08308 0.411
H 3.29557 4.57797 3.91427 0.446
H 2.47746 3.25352 4.73286 0.420
Cl 6.39679 -5.25805 -1.39193 -0.195
C 5.31601 -3.93688 -1.11855 0.427
C 4.46591 -3.53540 -2.13555 -0.922
C 3.61443 -2.47967 -1.88165 1.111
Cl 2.49634 -1.91822 -3.10073 -0.167
C 3.57911 -1.81011 -0.66255 -0.719
O 2.75071 -0.77887 -0.48478 -0.248
C 4.45156 -2.24182 0.33374 0.488
Cl 4.43469 -1.43301 1.86006 -0.182
C 5.31554 -3.29983 0.11321 -0.789
H 4.46871 -4.03166 -3.09497 0.477
H 5.98527 -3.62282 0.89706 0.462
C 2.95525 3.00041 -5.83711 -1.561
C 2.74226 3.64005 -4.45759 2.042
C 4.06462 4.21875 -3.93530 -1.546
C 1.68345 4.74824 -4.55094 -1.558
C 2.27248 2.61065 -3.52391 0.114
C 1.88155 1.75554 -2.74837 -1.224
H 3.30368 3.76068 -6.53774 0.402
H 2.02574 2.57797 -6.21867 0.371
H 3.70189 2.20769 -5.78775 0.374
H 4.42102 4.98624 -4.62403 0.410
H 4.82619 3.44277 -3.85769 0.370
H 3.93061 4.67165 -2.95264 0.333
H 2.02651 5.51844 -5.24332 0.400
H 1.51473 5.20909 -3.57741 0.360
H 0.73572 4.35235 -4.91580 0.373
```

***

Computed, not measured: a structure of composition C40H52AsBr2CuN3PSe2Si2 at a distorted geometry, with ωB97M-V/def2-TZVPD.

Summary:
- multiplicity = 2
- charge = -1
- E_HOMO (spin up / spin down) (eV) = -3.863 / -3.937
- LUMO energy (spin up / spin down) (eV) = 2.16 / 1.75
- Kohn-Sham gap (spin up / spin down) (eV) = 6.03 / 5.68
- calculated total energy (Ha) = -16467.2932

The geometry in XYZ format:
```
104
Properties=species:S:1:pos:R:3:mulliken_spin:R:1
Cu -2.53430 -0.47866 -2.08480 0.000
Br 4.56794 0.56109 7.18847 0.007
C 3.65109 0.32938 5.53476 0.116
C 3.72249 -0.94561 4.95944 0.109
C 3.15021 -1.04669 3.77110 0.006
N 2.47604 -0.09663 3.07129 0.158
C 2.18569 1.12802 3.80144 0.343
C 2.89986 1.30847 5.04556 -0.042
C 1.13527 1.90032 3.21599 0.002
C 0.86450 3.23762 3.52791 0.132
C -0.06718 3.92732 2.72808 -0.023
Br -0.30496 5.79530 3.06585 0.000
C -0.68391 3.36631 1.68985 0.087
C -0.42198 1.98217 1.49838 -0.023
N 0.41191 1.30961 2.25620 0.085
H 4.18507 -1.79298 5.47824 0.018
H 3.32742 -1.98588 3.23804 0.000
H 2.72933 2.23761 5.58422 0.005
H 1.29144 3.83951 4.31880 0.014
H -1.39345 3.81322 1.00250 0.007
H -0.83784 1.41377 0.64225 -0.016
Se -3.96400 1.38213 -1.83594 0.000
P -4.32235 1.02787 0.24490 0.000
Se -3.41672 -0.69918 1.07772 0.000
C -4.07006 2.50280 1.24325 0.000
C -3.84935 2.35782 2.61132 0.003
C -3.66688 3.48514 3.39444 -0.002
C -3.67163 4.74742 2.82198 -0.001
C -3.90149 4.86712 1.47681 -0.001
C -4.05603 3.73820 0.65365 0.001
C -6.13630 0.85622 0.34281 0.001
C -6.76391 0.21128 1.40072 0.000
C -8.13782 0.07556 1.44090 0.000
C -8.90914 0.58442 0.42599 0.000
C -8.34440 1.20896 -0.64776 0.000
C -6.95568 1.30122 -0.66185 0.000
H -3.84781 1.35089 3.05562 0.000
H -3.40483 3.31255 4.47693 0.001
H -3.46649 5.62944 3.40374 0.000
H -3.98143 5.78973 0.96144 0.000
H -4.34290 3.77343 -0.40163 0.000
H -6.15484 -0.17584 2.22887 0.000
H -8.55239 -0.51335 2.22475 0.000
H -9.96564 0.35611 0.37573 0.000
H -8.86588 1.64259 -1.46774 0.000
H -6.50678 1.69640 -1.56201 0.000
C 4.78808 0.98390 -1.12444 0.008
Si 3.69747 1.42854 0.35196 0.006
C 2.54259 2.78215 -0.25859 0.001
C 4.88323 1.98148 1.62560 -0.001
As 2.25454 -0.29542 1.07781 0.012
Si 3.57005 -2.25794 0.82100 -0.010
C 3.52610 -2.39134 -1.10161 0.002
C 5.41991 -2.10330 1.39813 0.006
C 2.71169 -3.79533 1.45060 0.001
H 5.22880 1.89966 -1.34782 -0.001
H 4.22647 0.60240 -1.95466 -0.002
H 5.50087 0.26285 -0.77809 0.001
H 3.17989 3.55040 -0.64098 0.001
H 1.86355 3.23254 0.43201 0.004
H 1.96726 2.41894 -1.09443 -0.001
H 5.60550 2.72999 1.23673 0.000
H 5.56155 1.09608 1.77822 0.000
H 4.42584 2.37056 2.52648 -0.003
H 3.22261 -3.37871 -1.40016 0.000
H 2.76887 -1.62252 -1.50386 -0.003
H 4.46595 -2.19207 -1.55673 -0.001
H 5.85805 -1.17024 1.01256 -0.002
H 5.84819 -2.95713 0.78953 0.001
H 5.67822 -2.14891 2.45511 -0.003
H 1.72787 -4.02600 0.97562 0.000
H 2.53291 -3.90043 2.53412 0.000
H 3.36881 -4.60694 1.20153 0.000
C 2.95364 -3.14206 -4.81581 0.000
C 2.02792 -2.10752 -4.31987 0.000
C 2.44304 -0.77628 -4.26207 0.000
C 1.48218 0.19592 -3.84928 0.000
C 1.84899 1.64819 -3.98720 0.000
C 0.32834 -0.22514 -3.25178 -0.001
C -0.12960 -1.58313 -3.21249 0.000
C 0.74826 -2.48863 -3.85180 0.000
N -1.33967 -1.87863 -2.60981 0.000
C -1.82700 -3.28370 -2.58696 0.000
C -0.78902 -4.31476 -2.08168 0.000
C -2.32342 -3.72469 -3.95483 0.000
C -3.05572 -3.47505 -1.62780 0.000
H 2.60080 -3.77979 -5.60496 0.000
H 3.26807 -3.77212 -3.93100 0.000
H 3.90911 -2.62669 -5.13805 0.000
H 3.38680 -0.41142 -4.67798 0.000
H 1.71684 1.94468 -5.06663 0.000
H 2.88676 1.76621 -3.65384 0.000
H 1.17362 2.25124 -3.34673 0.000
H -0.27735 0.51671 -2.78968 0.000
H 0.42967 -3.48594 -4.12733 0.000
H -0.40029 -4.95297 -2.88756 0.000
H -1.27865 -5.02506 -1.40294 0.000
H 0.03498 -3.82992 -1.54152 0.000
H -3.27039 -3.24418 -4.19109 0.000
H -2.67606 -4.76429 -3.93300 0.000
H -1.56571 -3.57298 -4.72344 0.000
H -2.67614 -3.26282 -0.62752 0.000
H -3.25488 -4.55065 -1.69202 0.000
H -3.89991 -2.84990 -1.97722 0.000
```